No. 1
Formula: C8H19NO3S
Source: the OMol25 dataset
Level of theory: ωB97M-V/def2-TZVPD

Each line ends with the Löwdin charge.
Element x y z (Å)
C -1.03 -0.26 3.46  -0.101
C -0.79 0.24 -2.55  -0.047
C 0.69 -1.32 -1.53  -0.027
C -1.75 -1.31 -0.69  0.016
C -1.16 0.42 2.12  -0.239
C 0.07 0.10 1.22  -0.156
C -0.57 -0.47 -1.22  -0.498
C -0.19 0.49 -0.15  -0.560
N 2.92 0.37 -0.34  0.004
O 1.38 2.14 -1.96  -0.268
O -0.86 1.74 -0.20  -0.136
O 1.38 2.52 0.42  -0.258
S 0.87 1.78 -0.67  0.787
H -0.17 0.18 3.96  0.080
H -0.64 -1.24 3.26  0.057
H -1.93 -0.50 4.04  0.086
H -0.92 -0.39 -3.38  0.073
H 0.10 0.83 -2.71  0.045
H -1.71 0.91 -2.52  0.123
H 1.56 -0.60 -1.53  0.063
H 0.77 -2.10 -0.78  0.090
H 0.72 -1.77 -2.49  0.072
H -2.66 -0.94 -0.98  0.066
H -1.67 -1.33 0.41  0.078
H -1.81 -2.29 -0.97  0.061
H -2.07 0.12 1.59  0.101
H -1.33 1.55 2.19  0.140
H 0.92 0.54 1.70  0.119
H 0.05 -0.94 1.25  0.092
H 2.96 1.19 -0.99  0.045
H 3.32 0.72 0.53  0.055
H 3.56 -0.36 -0.50  0.037

Results
**ΔE to the lowest compared entry with this formula, charge and spin**: 2.044 eV
**Total charge**: 0
**Orbital gap**: 0.385 Ha
**SMILES**: CCC[C@@]1(C(C)(C)C)OS1(=O)=O.N
**Largest force on an atom**: 3.43 eV Å⁻¹
**Total energy**: -994.7313 a.u.
**LUMO energy**: 0.02019 Ha

No. 2
Formula: C11H11NO4S
Source: the OMol25 dataset
Level of theory: ωB97M-V/def2-TZVPD

Each line ends with the Löwdin charge.
Element x y z (Å)
O -4.76 -0.85 -2.01  -0.364
O -3.24 1.08 -2.03  -0.377
O -2.87 -0.57 -3.76  -0.384
O 0.45 0.92 1.08  0.167
C 1.77 -0.74 1.37  0.014
C 0.61 -0.39 0.82  -0.120
C 2.49 0.39 1.77  0.017
C -1.45 -3.35 -0.53  -0.045
C -0.50 -2.66 0.30  -0.015
C -2.36 -2.69 -1.31  0.007
C -1.15 -0.61 -0.85  -0.008
C -0.27 -1.34 -0.02  -0.139
C -2.19 -1.26 -1.48  -0.213
N 1.68 1.38 1.60  -0.066
C 2.02 3.38 0.30  -0.054
C 2.22 2.70 1.60  -0.182
S -3.41 -0.33 -2.38  0.463
H 2.29 -1.67 1.29  0.125
H 3.58 0.40 1.91  0.175
H -1.47 -4.38 -0.29  0.089
H 0.12 -3.22 0.96  0.101
H -3.12 -3.28 -1.70  0.101
H -0.94 0.45 -0.95  0.120
H 2.83 3.98 0.03  0.062
H 1.17 4.06 0.32  0.091
H 1.68 2.67 -0.48  0.105
H 3.27 2.69 2.08  0.172
H 1.57 3.25 2.37  0.159

Results
**ΔE to the lowest compared entry with this formula, charge and spin**: 0.000 eV
**Total charge**: 0
**Orbital gap**: 0.208 Ha
**Largest force on an atom**: 4.69 eV Å⁻¹
**Total energy**: -1179.4674 a.u.
**LUMO energy**: -0.07223 Ha

No. 3
Formula: C26H40Cl3N4O3PrSi
Source: the OMol25 dataset
Level of theory: ωB97M-V/def2-TZVPD

Each line ends with the Löwdin charge.
Element x y z (Å)
C 2.80 -2.62 -1.80  -0.028
C 2.18 -1.76 -2.85  -0.241
H 2.26 -3.58 -1.73  0.087
H 2.82 -2.13 -0.81  0.067
H 3.84 -2.82 -2.09  0.096
C 2.19 -2.16 -4.14  -0.145
C 2.35 -3.56 -4.65  -0.100
H 2.19 -1.43 -4.96  0.111
H 1.75 -4.28 -4.06  0.078
H 3.40 -3.90 -4.69  0.078
H 1.99 -3.56 -5.69  0.073
Pr 1.37 0.16 0.97  0.459
Cl 3.31 -0.29 2.60  -0.016
Cl 2.87 1.99 -0.32  0.068
C 0.45 3.20 1.78  -0.248
O 0.19 1.95 1.77  -0.236
N -0.44 4.10 1.43  -0.145
C -1.85 3.71 1.34  -0.003
C -0.04 5.46 1.05  -0.015
H 1.44 3.56 2.10  0.161
H -2.16 3.26 2.30  0.101
H -2.01 2.97 0.54  0.076
H -2.42 4.61 1.14  0.091
H 0.72 5.84 1.74  0.099
H -0.93 6.09 1.05  0.087
H 0.39 5.48 0.03  0.107
H -0.80 -5.12 4.12  0.098
H -0.65 -3.98 0.49  0.106
C -1.57 -4.51 3.62  -0.030
C -1.49 -3.93 1.20  -0.014
N -1.00 -3.69 2.55  -0.165
H -2.05 -3.89 4.39  0.095
C -0.17 -2.67 2.78  -0.233
O 0.20 -1.88 1.85  -0.174
H -2.17 -3.13 0.88  0.097
H 0.16 -2.60 3.83  0.153
H -2.31 -5.17 3.14  0.087
H -2.02 -4.89 1.23  0.087
O 0.91 -0.28 -1.30  -0.454
C 1.75 -0.35 -2.45  -0.363
C 0.34 0.05 -4.57  -0.133
C 1.28 0.49 -3.64  -0.218
H -0.06 -0.95 -4.49  0.035
C -0.03 0.89 -5.64  -0.072
H 2.67 0.14 -2.10  0.082
C 1.92 1.71 -3.82  -0.044
H -0.80 0.54 -6.33  0.108
C 0.61 2.11 -5.82  -0.087
C 1.60 2.51 -4.91  -0.079
H 2.67 1.98 -3.08  0.081
H 0.36 2.73 -6.68  0.098
H 2.14 3.44 -5.06  0.098
Si -1.25 -0.09 -2.00  0.256
Cl -1.26 -2.08 -2.84  0.348
C -2.56 0.34 -3.36  -0.275
C -0.89 1.88 -1.98  -0.183
C -1.76 -0.27 -0.20  -0.198
H -2.57 1.39 -3.69  0.024
H -3.51 0.10 -2.88  0.019
H -2.47 -0.29 -4.27  -0.003
H -1.24 -1.06 0.33  -0.013
H -2.83 -0.54 -0.20  0.047
H -1.66 0.67 0.40  0.029
H -0.51 2.25 -2.95  0.021
H -0.19 2.28 -1.23  0.008
H -1.84 2.42 -1.82  0.026
N 1.70 -0.04 9.00  0.159
C 1.03 0.05 8.04  -0.169
C 0.20 0.18 6.87  -0.200
C -1.18 0.39 7.01  -0.016
C -1.97 0.50 5.87  -0.045
C -1.34 0.37 4.61  -0.123
N -0.04 0.13 4.49  0.072
C 0.74 0.06 5.57  -0.070
H -1.62 0.48 8.00  0.126
H -3.05 0.66 5.91  0.109
H -1.90 0.45 3.68  0.114
H 1.81 -0.09 5.40  0.115

Results
**<S²>**: 2.00
**ΔE to the lowest compared entry with this formula, charge and spin**: 0.000 eV
**Total charge**: 0
**Orbital gap (alpha / beta)**: 0.268 / 0.268 Ha
**Multiplicity**: 3
**Largest force on an atom**: 3.18 eV Å⁻¹
**Total energy**: -3646.7169 a.u.
**LUMO energy (alpha / beta)**: -0.01876 / -0.01876 Ha

No. 4
Formula: C28H35NO4
Source: the OMol25 dataset
Level of theory: ωB97M-V/def2-TZVPD

Each line ends with the Löwdin charge.
Element x y z (Å)
C -1.95 -3.45 4.40  -0.120
C -1.02 -2.42 3.77  -0.264
C -1.33 -2.07 2.32  -0.210
C -0.24 -1.17 1.69  -0.171
C -0.01 0.11 2.41  -0.163
C 1.32 0.47 2.95  -0.511
O 1.67 1.55 3.38  0.047
O 2.18 -0.57 2.78  -0.065
C 3.44 -0.39 3.47  -0.232
C 4.42 -1.32 2.82  -0.080
C -1.07 0.99 2.90  -0.520
O -0.95 1.93 3.66  0.026
O -2.29 0.57 2.48  -0.064
C -3.36 1.14 3.29  -0.227
C -4.61 0.74 2.57  -0.084
H -1.54 -3.77 5.36  0.063
H -2.96 -3.06 4.57  0.066
H -2.04 -4.35 3.78  0.065
H -1.01 -1.49 4.37  0.114
H 0.00 -2.82 3.82  0.110
H -1.42 -3.01 1.75  0.109
H -2.26 -1.50 2.24  0.093
H 0.71 -1.71 1.63  0.113
H -0.56 -0.94 0.66  0.107
H 3.77 0.65 3.38  0.114
H 3.26 -0.61 4.54  0.132
H 5.37 -1.30 3.34  0.075
H 4.06 -2.35 2.79  0.082
H 4.60 -1.02 1.78  0.057
H -3.28 0.73 4.31  0.132
H -3.24 2.23 3.35  0.112
H -5.48 1.24 2.99  0.071
H -4.50 1.03 1.51  0.081
H -4.77 -0.35 2.62  0.077
C -0.12 6.62 1.53  0.011
N 0.47 5.49 0.84  -0.045
C 0.43 4.20 1.29  0.132
C 1.18 3.38 0.41  -0.084
C 1.22 1.99 0.38  0.149
C 1.94 1.26 -0.65  -0.195
C 1.45 1.17 -1.98  -0.026
C 2.23 0.66 -3.01  -0.038
C 3.51 0.16 -2.74  -0.282
C 4.40 -0.28 -3.86  -0.058
C 3.94 0.08 -1.42  -0.030
C 3.17 0.60 -0.39  -0.003
C 1.77 4.29 -0.58  -0.094
C 2.69 4.12 -1.60  0.004
C 2.84 5.17 -2.52  -0.056
C 2.22 6.42 -2.34  -0.064
C 1.44 6.65 -1.18  -0.004
C 1.24 5.57 -0.33  -0.157
H -0.09 7.49 0.87  0.083
H -1.15 6.39 1.81  0.109
H 0.44 6.88 2.44  0.112
H -0.11 3.88 2.18  0.156
H 0.56 1.47 1.08  0.097
H 0.45 1.53 -2.17  0.122
H 1.87 0.68 -4.04  0.120
H 5.32 -0.73 -3.47  0.076
H 3.90 -1.01 -4.52  0.087
H 4.67 0.59 -4.48  0.087
H 4.94 -0.34 -1.20  0.119
H 3.52 0.56 0.63  0.105
H 3.29 3.21 -1.66  0.115
H 3.47 5.02 -3.40  0.105
H 2.37 7.22 -3.06  0.107
H 0.99 7.61 -0.97  0.104

Results
**ΔE to the lowest compared entry with this formula, charge and spin**: 1.448 eV
**Total charge**: 0
**Orbital gap**: 0.158 Ha
**Largest force on an atom**: 2.82 eV Å⁻¹
**Total energy**: -1443.5819 a.u.
**LUMO energy**: -0.06501 Ha

No. 5
Formula: C8H10N2OP
Source: the OMol25 dataset
Level of theory: ωB97M-V/def2-TZVPD

Each line ends with the Löwdin charge.
Element x y z (Å)
C -1.33 0.17 2.92  -0.065
C -2.08 0.17 1.74  0.010
C 0.02 0.31 2.93  -0.038
C -1.56 0.32 0.35  -0.036
C 0.81 0.19 1.82  -0.064
C -0.23 0.07 0.16  -0.074
C 0.01 0.90 -2.68  -0.110
C 0.95 -1.69 -1.91  -0.141
N 2.93 0.40 0.89  0.323
N 2.12 0.31 1.68  0.061
O 2.12 0.58 -0.87  -0.341
P 0.78 0.06 -1.29  0.650
H -1.99 0.27 3.82  0.150
H -3.10 0.21 1.91  0.089
H 0.50 0.34 3.89  0.135
H -2.23 0.31 -0.48  0.107
H 0.15 1.90 -2.59  0.027
H 0.49 0.48 -3.50  0.045
H -1.02 0.61 -2.79  0.066
H 1.14 -2.29 -0.95  0.084
H -0.07 -1.94 -2.28  0.065
H 1.59 -1.66 -2.77  0.057

Results
**ΔE to the lowest compared entry with this formula, charge and spin**: 0.000 eV
**Total charge**: +1
**Orbital gap**: 0.295 Ha
**Largest force on an atom**: 6.60 eV Å⁻¹
**Total energy**: -836.5540 a.u.
**LUMO energy**: -0.20526 Ha

No. 6
Formula: C5H8O2
Source: the OMol25 dataset
Level of theory: ωB97M-V/def2-TZVPD

Each line ends with the Löwdin charge.
Element x y z (Å)
C -1.02 1.62 0.19  0.005
C 0.32 0.98 0.47  -0.358
O 1.27 1.66 0.82  0.079
C 0.57 -0.48 0.26  -0.462
O 1.77 -0.89 0.83  0.032
C 0.23 -0.96 -1.14  -0.045
C -0.45 -1.55 0.06  -0.054
H -0.95 2.22 -0.72  0.096
H -1.83 0.90 0.07  0.076
H -1.24 2.30 1.01  0.094
H 2.27 -0.07 0.96  0.097
H 1.01 -1.53 -1.64  0.115
H -0.36 -0.30 -1.77  0.106
H -1.50 -1.38 0.23  0.102
H -0.10 -2.53 0.38  0.116

Results
**ΔE to the lowest compared entry with this formula, charge and spin**: 1.107 eV
**Total charge**: 0
**Orbital gap**: 0.386 Ha
**SMILES**: CC(=O)C1(O)CC1
**Largest force on an atom**: 0.37 eV Å⁻¹
**Total energy**: -345.7643 a.u.
**LUMO energy**: 0.03407 Ha

No. 7
Formula: C2BrF5N2
Source: the OMol25 dataset
Level of theory: ωB97M-V/def2-TZVPD

Each line ends with the Löwdin charge.
Element x y z (Å)
C 0.60 -0.04 -1.74  -0.406
C -0.69 0.12 1.98  -0.928
N -0.47 0.23 -2.42  0.166
N 0.58 -0.31 -0.45  0.155
F -0.71 1.43 1.90  0.064
F -1.81 -0.41 1.74  0.110
F -1.70 -0.03 -1.84  -0.024
F 1.76 -0.47 0.23  -0.056
F 1.78 0.17 -2.38  0.107
Br 0.66 -0.69 2.98  0.812

Results
**ΔE to the lowest compared entry with this formula, charge and spin**: 1.979 eV
**Total charge**: 0
**Orbital gap (alpha / beta)**: 0.423 / 0.180 Ha
**Largest force on an atom**: 2.98 eV Å⁻¹
**Total energy**: -3258.7669 a.u.
**LUMO energy (alpha / beta)**: 0.01399 / -0.10483 Ha

No. 8
Formula: C9HF4N2O2
Source: the OMol25 dataset
Level of theory: ωB97M-V/def2-TZVPD

Each line ends with the Löwdin charge.
Element x y z (Å)
F -1.71 1.78 0.89  0.067
C -0.57 1.10 0.81  -0.220
C -0.63 -0.27 0.35  -0.318
F -1.76 -0.96 0.79  0.038
C 0.68 -1.05 0.65  -0.258
O 0.64 -2.27 0.64  0.128
C 1.85 -0.27 1.00  -0.125
F 3.02 -0.96 1.08  0.065
C 1.89 1.08 1.05  -0.101
F 3.02 1.76 1.30  0.127
C 0.64 1.86 0.98  -0.368
O 0.67 3.10 1.09  -0.007
C -0.85 -0.56 -1.25  -0.160
C -2.09 0.12 -1.73  -0.175
N -2.97 0.71 -2.20  0.160
C -0.96 -2.01 -1.66  -0.180
N -0.99 -3.05 -2.16  0.155
H 0.10 -0.09 -1.63  0.171

Results
**ΔE to the lowest compared entry with this formula, charge and spin**: 0.089 eV
**Total charge**: -1
**Orbital gap**: 0.233 Ha
**SMILES**: N#CC(C#N)[C@@]1(F)C(=O)C(F)=C(F)C([O-])=C1F
**Largest force on an atom**: 2.84 eV Å⁻¹
**Total energy**: -1003.0007 a.u.
**LUMO energy**: 0.08149 Ha

No. 9
Formula: C3H11N4
Source: the OMol25 dataset
Level of theory: ωB97M-V/def2-TZVPD

Each line ends with the Löwdin charge.
Element x y z (Å)
C 0.28 -1.64 0.63  -0.024
C 0.10 -0.39 0.26  -0.106
C 0.29 -2.78 -0.41  -0.026
N -0.21 0.73 -0.11  0.148
N 3.43 1.50 0.03  -0.011
N 2.31 1.05 0.07  0.007
N -2.74 1.73 0.07  0.029
H 0.66 -1.73 1.54  0.080
H 0.42 -2.58 -1.46  0.097
H 1.15 -3.30 -0.24  0.045
H -0.49 -3.40 -0.14  0.060
H -1.16 1.07 0.26  0.086
H 0.73 1.35 -0.41  0.148
H 4.14 1.28 0.77  0.145
H 3.65 2.16 -0.77  0.155
H -3.23 1.08 0.70  0.065
H -3.16 2.64 0.16  0.051
H -2.88 1.37 -0.87  0.050

Results
**ΔE to the lowest compared entry with this formula, charge and spin**: 5.173 eV
**Total charge**: +1
**Orbital gap**: 0.343 Ha
**Largest force on an atom**: 5.94 eV Å⁻¹
**Total energy**: -339.5296 a.u.
**LUMO energy**: -0.12212 Ha

No. 10
Formula: C13H21EuI2LaNO3S2
Source: the OMol25 dataset
Level of theory: ωB97M-V/def2-TZVPD

Each line ends with the Löwdin charge.
Element x y z (Å)
I -2.82 2.16 1.82  0.543
I -3.14 3.03 -1.06  0.255
Eu -0.64 1.14 -2.34  1.463
La 0.29 -0.01 1.08  1.388
S -1.87 -0.35 -0.30  0.174
S 0.02 2.36 0.08  0.112
C -0.20 -3.01 1.37  -0.018
C -2.52 -2.05 -1.07  -0.791
C 1.88 3.03 0.08  -0.798
C -3.43 -1.77 -2.24  -0.081
C -1.42 -2.99 -1.51  -0.091
C -3.26 -2.56 0.16  -0.111
C 1.83 4.21 -0.89  -0.088
C 3.01 2.08 -0.29  -0.091
C 1.98 3.41 1.55  -0.115
C -0.45 -1.03 -4.16  0.004
C 1.91 1.66 -3.53  -0.006
O -0.22 -3.96 2.03  0.156
O -0.66 -1.58 -5.18  0.159
O 2.64 2.18 -4.26  0.174
H -2.88 -1.43 -3.13  0.051
H -4.16 -0.99 -2.01  0.096
H -3.99 -2.66 -2.57  0.133
H -0.85 -2.63 -2.37  0.042
H -1.86 -3.97 -1.77  0.139
H -0.69 -3.19 -0.73  0.019
H -2.56 -2.74 0.97  0.042
H -3.81 -3.49 -0.02  0.128
H -3.97 -1.81 0.50  0.092
H 2.67 4.90 -0.82  0.127
H 0.94 4.81 -0.73  0.090
H 1.78 3.87 -1.92  0.054
H 3.96 2.62 -0.17  0.135
H 3.01 1.72 -1.32  0.041
H 3.14 1.21 0.36  0.073
H 2.83 4.03 1.79  0.124
H 2.05 2.53 2.20  0.073
H 1.09 3.94 1.88  0.086
C 1.84 -2.38 5.13  0.034
C 1.47 -1.64 3.96  -0.134
N 1.23 -0.91 3.09  -0.060
H 1.06 -3.07 5.42  0.124
H 2.01 -1.71 5.95  0.126
H 2.74 -2.94 4.96  0.127

Results
**<S²>**: 12.02
**Total charge**: +4
**Orbital gap (alpha / beta)**: 0.195 / 0.214 Ha
**Multiplicity**: 7
**Largest force on an atom**: 7.09 eV Å⁻¹
**Total energy**: -2920.4492 a.u.
**LUMO energy (alpha / beta)**: -0.55097 / -0.55503 Ha

No. 11
Formula: C2H2O2S
Source: the OMol25 dataset
Level of theory: ωB97M-V/def2-TZVPD

Each line ends with the Löwdin charge.
Element x y z (Å)
C 0.52 0.72 -0.09  -0.660
C -1.04 0.04 0.08  -0.200
H 1.05 -1.85 -0.55  -0.003
H -1.63 0.95 0.72  0.175
O 0.57 1.90 -0.11  0.043
O -1.37 -1.11 -0.10  0.016
S 1.89 -0.65 0.05  0.628

Results
**ΔE to the lowest compared entry with this formula, charge and spin**: 1.806 eV
**Total charge**: 0
**Orbital gap**: 0.339 Ha
**SMILES**: O=CC(=O)S
**Largest force on an atom**: 3.60 eV Å⁻¹
**Total energy**: -625.9960 a.u.
**LUMO energy**: -0.02050 Ha

No. 12
Formula: C3H7BrN
Source: the OMol25 dataset
Level of theory: ωB97M-V/def2-TZVPD

Each line ends with the Löwdin charge.
Element x y z (Å)
C 0.54 -2.00 0.23  0.041
C 0.00 -0.84 0.44  -0.230
C 0.27 0.40 -0.44  -0.607
N -0.73 1.55 -0.06  0.157
Br 2.18 1.00 -0.31  0.724
H 0.29 -2.79 0.93  0.094
H 0.82 -2.34 -0.70  0.065
H -0.49 -0.67 1.40  0.115
H 0.06 0.26 -1.55  0.131
H -1.59 1.09 0.29  0.167
H -0.35 2.28 0.65  0.202
H -1.00 2.06 -0.88  0.141

Results
**ΔE to the lowest compared entry with this formula, charge and spin**: 0.203 eV
**Total charge**: +1
**Orbital gap**: 0.383 Ha
**SMILES**: C=C[C@@H]([NH3+])Br
**Largest force on an atom**: 3.11 eV Å⁻¹
**Total energy**: -2746.9640 a.u.
**LUMO energy**: -0.15054 Ha